No. 1
Entry from OMol25: a structure of composition C42H50N6O8P2V at a distorted geometry (ωB97M-V/def2-TZVPD).

```
! wB97M-V def2-TZVPD RIJCOSX def2/J DEFGRID3
* xyz -2 4
V -0.0846 0.8757 -0.1857
C -0.4354 -2.3124 4.1176
C -1.6219 -1.3400 4.1208
C -1.8041 -0.7384 5.5109
P -1.3995 -0.2684 2.6151
C -2.8030 0.9575 2.5947
C -4.0992 0.1417 2.5515
C -2.9127 2.1268 3.5703
C 0.1264 0.6973 3.0042
C 0.2360 1.5818 4.0970
C 1.3828 2.2876 4.3868
C 1.4499 3.2638 5.5327
C 2.4802 2.1055 3.5384
C 2.4178 1.2528 2.4651
C 1.2523 0.5223 2.1659
N 1.1383 -0.2901 0.9944
C 2.0909 -1.2280 0.7145
C 3.3308 -1.3868 1.3880
C 4.3351 -2.2038 0.9044
C 4.1782 -2.9576 -0.2590
C 5.2885 -3.7960 -0.8404
C 2.9071 -2.9374 -0.8142
C 1.8487 -2.1623 -0.3324
P 0.1137 -2.6247 -0.7225
C 0.2026 -4.5053 -0.5881
C 0.6199 -5.3838 -1.7724
C -1.1513 -5.0038 -0.0641
C -0.1139 -2.2367 -2.5186
C 1.0186 -2.4863 -3.5082
C -1.4496 -2.7985 -3.0123
H -0.5872 -3.1126 4.8494
H 0.4875 -1.7865 4.3776
H -0.2859 -2.7629 3.1336
H -2.5204 -1.9152 3.8733
H -0.9285 -0.1593 5.8093
H -1.9298 -1.5387 6.2504
H -2.6811 -0.0938 5.5761
H -2.6760 1.4045 1.5998
H -4.3508 -0.2404 3.5467
H -4.0240 -0.7106 1.8708
H -4.9334 0.7626 2.2136
H -2.9696 1.8043 4.6118
H -3.8258 2.6940 3.3557
H -2.0719 2.8120 3.4678
H -0.6231 1.7287 4.7387
H 0.4969 3.3096 6.0631
H 1.6813 4.2700 5.1754
H 2.2233 2.9872 6.2543
H 3.3848 2.6859 3.6948
H 3.2528 1.2152 1.7797
H 3.5205 -0.8409 2.3000
H 5.2768 -2.2442 1.4463
H 6.2106 -3.6695 -0.2692
H 5.5067 -3.5212 -1.8759
H 5.0437 -4.8629 -0.8372
H 2.7121 -3.6001 -1.6509
H 0.9428 -4.6378 0.2063
H -0.1045 -5.3305 -2.5871
H 0.6674 -6.4329 -1.4565
H 1.5958 -5.1284 -2.1828
H -1.9319 -4.8772 -0.8208
H -1.4697 -4.4455 0.8168
H -1.1038 -6.0684 0.1933
H -0.2570 -1.1534 -2.4565
H 1.1627 -3.5531 -3.7008
H 1.9642 -2.0713 -3.1542
H 0.7881 -2.0085 -4.4670
H -1.3949 -3.8735 -3.2035
H -1.7381 -2.3177 -3.9523
H -2.2516 -2.6185 -2.2937
O -5.8165 1.1143 -2.6554
C -4.6877 1.1004 -2.2239
C -4.0063 -0.0626 -1.5056
O -4.4781 -1.1680 -1.3390
C -2.6926 0.4765 -1.1075
C -2.5896 1.8551 -1.4218
O -1.5689 2.5224 -1.0365
C -3.6743 2.2405 -2.2998
O -3.7679 3.2447 -3.0021
O -1.7208 -0.0950 -0.5253
O -2.9762 4.0670 -5.9487
C -2.3665 2.8440 -6.2540
N -1.3916 2.4710 -5.2356
C -0.2215 1.8756 -5.5344
O 0.1638 1.6611 -6.6764
C 0.6362 1.4767 -4.3530
C 2.0042 1.3603 -4.5010
C 2.7680 1.0419 -3.3897
C 2.1425 0.8632 -2.1686
N 0.8130 0.9343 -2.0228
C 0.0834 1.2089 -3.1171
H -3.4242 3.9741 -5.0906
H -1.8318 2.9527 -7.1929
H -3.1090 2.0482 -6.3553
H -1.6146 2.7245 -4.2829
H 2.4469 1.5297 -5.4747
H 3.8435 0.9492 -3.4478
H 2.7034 0.6717 -1.2620
H -0.9888 1.1794 -2.9930
N -0.2276 4.0699 1.0285
C 1.0457 3.6670 0.7377
O 1.2266 2.5631 0.1691
C 2.1443 4.4924 1.1206
C 3.4749 4.0460 0.8886
N 4.5568 3.6841 0.7000
C 1.9155 5.7256 1.7880
N 1.6658 6.7079 2.3483
H -0.9330 3.6947 0.3963
H -0.3484 5.0365 1.2898
*
```

Its expectation value of S² is 3.765. The largest force on an atom is 2.15 eV/A. The calculation puts the energy relative to the best compared isomer or geometry (same formula, charge and spin) at 36.3 kcal/mol. The HOMO energy (spin up / spin down) is -0.0623 / -0.0900 Eh. The calculation puts the HOMO-LUMO gap (spin up / spin down) at 5.81 / 6.56 eV.



No. 2
Entry from OMol25: a structure of composition C42H52AsClKN9O9P (ωB97M-V/def2-TZVPD).

```
! wB97M-V def2-TZVPD RIJCOSX def2/J DEFGRID3
* xyz -1 1
K -0.5788 0.4037 -0.6981
Cl 7.1553 0.8942 -3.6023
C 5.5944 0.8185 -2.8114
C 4.4667 1.3306 -3.4470
C 3.2471 1.3062 -2.8092
C 3.0834 0.7783 -1.4963
O 1.9786 0.9118 -0.8487
C 4.2352 0.1454 -0.9345
C 4.1994 -0.6443 0.2967
N 3.2171 -1.3551 0.6738
C 3.3970 -2.2096 1.7647
C 4.5136 -3.0018 1.9017
C 4.6518 -3.8941 2.9849
C 3.6702 -4.0027 3.9254
C 2.4914 -3.2271 3.8053
C 1.4257 -3.3098 4.7316
C 0.3093 -2.5548 4.5363
C 0.2448 -1.7054 3.4063
N 1.2183 -1.5890 2.5403
C 2.3375 -2.3330 2.7210
C 5.4743 0.2271 -1.5757
H 4.5561 1.7486 -4.4421
H 2.3620 1.6755 -3.3071
H 5.1413 -0.6603 0.8688
H 5.2857 -2.9562 1.1440
H 5.5467 -4.4999 3.0583
H 3.7687 -4.6862 4.7608
H 1.5137 -3.9813 5.5787
H -0.5302 -2.5978 5.2180
H -0.6417 -1.1147 3.2043
H 6.3471 -0.2101 -1.1033
O -3.5966 -1.6234 -3.4281
C -2.7048 -1.3061 -2.6223
O -2.3207 -0.1476 -2.3220
C -1.9553 -2.4646 -1.9426
C -2.4982 -3.7453 -1.9576
C -1.8099 -4.7681 -1.3292
C -0.5942 -4.4869 -0.7215
C -0.1224 -3.1845 -0.7675
N -0.7878 -2.1945 -1.3580
H -3.4415 -3.8979 -2.4622
H -2.2128 -5.7741 -1.3136
H -0.0209 -5.2550 -0.2189
H 0.8206 -2.9093 -0.3050
O 1.6303 1.3982 2.3863
N 1.0190 1.3429 1.4178
C -1.0344 -0.1560 -5.1622
C -1.0059 1.1435 -4.4101
O -0.0168 1.5088 -3.8072
C -2.2103 2.0285 -4.4924
C -2.0285 3.4042 -4.4067
C -3.1205 4.2571 -4.4355
C -4.4023 3.7320 -4.5287
C -4.5869 2.3572 -4.6015
C -3.4957 1.5010 -4.5936
H -0.1240 -0.7127 -4.9523
H -1.1048 0.0574 -6.2326
H -1.9073 -0.7488 -4.8873
H -1.0232 3.7902 -4.2937
H -2.9748 5.3277 -4.3642
H -5.2597 4.3939 -4.5290
H -5.5874 1.9457 -4.6436
H -3.6472 0.4274 -4.5832
C 3.3466 3.2856 0.6123
As 1.4524 3.1196 0.2921
C 1.1020 3.7045 -1.5102
C 0.7791 4.5560 1.4105
H 3.6142 4.3419 0.6078
H 3.9050 2.7491 -0.1497
H 3.5697 2.8680 1.5945
H 0.5444 4.6375 -1.4559
H 0.5254 2.9645 -2.0549
H 2.0703 3.8416 -1.9875
H 1.2449 5.4923 1.0984
H 1.0346 4.3537 2.4501
H -0.3009 4.5937 1.2933
N -4.1592 4.7619 1.0815
N -3.5155 4.0813 0.0535
N -4.0873 3.0899 -0.5737
C -3.0934 2.6703 -1.3482
N -1.9894 3.4184 -1.1905
N -2.2850 4.3250 -0.2881
H -4.5002 4.0277 1.7016
H -3.4175 5.2502 1.5742
H -3.1443 1.7912 -1.9755
C -4.6742 -0.1483 0.5716
C -4.7147 0.6228 1.8848
C -4.6443 -0.3277 3.0743
C -5.9732 1.4784 1.9583
O -3.6318 1.5852 1.9310
P -2.0729 1.1991 2.1166
O -1.3042 2.4045 1.6668
O -1.7676 -0.1311 1.5345
O -1.9276 1.0088 3.7258
C -1.8378 2.0608 4.6957
C -2.1674 1.3879 6.0223
C -2.8296 3.1854 4.4111
C -0.4123 2.5992 4.7104
H -5.5434 -0.8068 0.5076
H -3.7668 -0.7467 0.5071
H -4.7005 0.5393 -0.2728
H -5.5017 -1.0034 3.0466
H -4.6656 0.2266 4.0144
H -3.7296 -0.9187 3.0366
H -6.8629 0.8467 1.9398
H -6.0079 2.1532 1.1017
H -5.9822 2.0618 2.8832
H -3.1772 0.9760 5.9938
H -2.1006 2.1037 6.8442
H -1.4672 0.5722 6.2072
H -3.8502 2.8012 4.3922
H -2.6074 3.6410 3.4453
H -2.7520 3.9458 5.1912
H 0.2907 1.7801 4.8720
H -0.2884 3.3340 5.5091
H -0.1941 3.0670 3.7511
*
```

The largest force on an atom is 0.55 eV/A. The calculation puts the energy relative to the best compared isomer or geometry (same formula, charge and spin) at 0.0 kcal/mol. The HOMO energy is -0.1813 Eh. The calculation puts the HOMO-LUMO gap at 6.98 eV.



no.,molar mass (g/mol),total energy (a.u.)
1,879.788,-4187.83606
2,1007.379,-6439.07072